{
  "formula": "C26H62AlN2S2",
  "method": "ωB97M-V/def2-TZVPD",
  "total_charge": -1,
  "homo_ev": -4.54,
  "fmax_ev_per_a": 1.1,
  "spin_multiplicity": 1,
  "e_tot_ev": -59217.63089,
  "elements": ["C", "C", "C", "C", "C", "C", "C", "C", "C", "C", "C", "Al", "S", "C", "S", "C", "C", "H", "H", "H", "H", "H", "H", "H", "H", "H", "H", "H", "H", "H", "H", "H", "H", "H", "H", "H", "H", "H", "H", "H", "H", "H", "H", "H", "H", "H", "H", "H", "H", "C", "C", "N", "C", "C", "C", "C", "H", "H", "H", "H", "H", "H", "H", "H", "H", "H", "H", "H", "H", "H", "H", "C", "C", "N", "C", "C", "C", "C", "H", "H", "H", "H", "H", "H", "H", "H", "H", "H", "H", "H", "H", "H", "H"],
  "positions_angstrom": [[2.99347, -0.27920, -2.65675], [2.15419, 0.99335, -2.67661], [0.80960, 0.89073, -3.40502], [-0.02246, -0.35582, -3.10582], [-0.44509, -0.46103, -1.63630], [-0.75161, -1.91430, -1.24111], [-2.25924, -2.29673, -1.22646], [-3.16133, -1.42215, -2.08811], [-4.33987, -2.15253, -2.75969], [-5.65318, -1.40344, -2.61896], [-5.86215, -0.17686, -3.55593], [-4.27895, 0.55000, -4.58910], [-5.13236, 1.87910, -6.28502], [-3.03197, 1.75163, -3.50032], [-3.77024, 3.33173, -3.01011], [-2.66914, 3.78613, -1.63713], [-2.99049, 3.03397, -0.33582], [3.60553, -0.36423, -3.54759], [2.40524, -1.17991, -2.52611], [3.67616, -0.23382, -1.81057], [2.73320, 1.75808, -3.19082], [1.99230, 1.36722, -1.66932], [0.97492, 0.91615, -4.48163], [0.18532, 1.75262, -3.17826], [-0.89119, -0.31407, -3.75883], [0.50370, -1.25710, -3.39606], [-1.27839, 0.20982, -1.44664], [0.39207, -0.08131, -1.05354], [-0.21103, -2.62106, -1.86336], [-0.37928, -2.07299, -0.22911], [-2.60312, -2.25115, -0.19546], [-2.35652, -3.33465, -1.53937], [-2.61415, -0.91908, -2.87602], [-3.60514, -0.63555, -1.48172], [-4.44395, -3.14175, -2.30776], [-4.10805, -2.31853, -3.80659], [-5.79421, -1.11363, -1.57980], [-6.44848, -2.12447, -2.82107], [-6.24892, 0.63620, -2.94324], [-6.64303, -0.41723, -4.27694], [-3.31730, -0.58219, -5.23079], [-4.10011, 2.66894, -6.60664], [-2.14560, 1.96417, -4.09780], [-2.68028, 1.27518, -2.58401], [-2.70056, 4.86111, -1.49787], [-1.65858, 3.52175, -1.93318], [-3.59166, 2.16761, -0.59410], [-3.57929, 3.63527, 0.34999], [-2.09097, 2.67752, 0.16097], [0.69876, 1.71146, 1.79290], [1.76638, 2.07658, 2.81136], [3.05955, 2.34961, 2.21081], [4.13619, 2.43714, 3.17924], [4.10462, 3.58157, 4.20091], [3.06502, 3.35058, 1.15754], [2.55677, 4.75825, 1.49673], [1.01542, 0.86485, 1.18181], [-0.22218, 1.43083, 2.30583], [0.45884, 2.54350, 1.12975], [1.89125, 1.23105, 3.49477], [1.39741, 2.91574, 3.42333], [5.08431, 2.47468, 2.63490], [4.15504, 1.49015, 3.72932], [4.37832, 4.53615, 3.75356], [4.82686, 3.38157, 4.99595], [3.12577, 3.68709, 4.66921], [2.47045, 2.96534, 0.32605], [4.08187, 3.41955, 0.76226], [1.63992, 4.73280, 2.08702], [2.33333, 5.29848, 0.57470], [3.29728, 5.34424, 2.03999], [0.07377, -1.58664, 2.96352], [0.32877, -3.06932, 3.17670], [1.46424, -3.56165, 2.41897], [1.56114, -5.00916, 2.40085], [1.83262, -5.73576, 3.72499], [2.70942, -2.83959, 2.61060], [3.28046, -2.74800, 4.03279], [-0.05472, -1.35907, 1.90490], [-0.83648, -1.28782, 3.48590], [0.88822, -0.97395, 3.35337], [-0.55621, -3.62004, 2.84651], [0.42563, -3.25924, 4.25869], [2.33111, -5.29170, 1.67735], [0.62225, -5.39125, 1.98798], [2.86937, -5.63220, 4.04332], [1.64106, -6.80400, 3.60093], [1.18682, -5.38059, 4.52854], [2.56959, -1.82317, 2.23416], [3.45991, -3.27862, 1.94839], [2.51013, -2.51853, 4.77058], [4.02273, -1.94777, 4.07817], [3.78115, -3.66657, 4.33639]]
}